Density functional theory data (ωB97M-V/def2-TZVPD) for an isolated molecule of CHNO3.

## Properties
**E_tot**: -8678.5285 eV
**Frontier orbital gap (alpha / beta)**: 9.19 / 9.19 eV
**HOMO energy (alpha / beta)**: -11.223 / -11.222 eV
**Energy relative to the best compared isomer or geometry (same formula, charge and spin)**: 497.5 kJ/mol

Each atom is followed by the atoms it is bonded to, with distances in Å.
Cartesian coordinates (Å):
1 O 1.012 -1.137 -0.158  O2 1.273, N6 1.241
2 O 0.091 -2.008 -0.036  O1 1.273
3 O -1.034 1.382 -0.757  C5 1.187
4 H -0.501 0.881 1.136  C5 1.121
5 C -0.360 0.799 0.027  O3 1.187, H4 1.121, N6 1.378
6 N 0.793 0.083 -0.213  O1 1.241, C5 1.378